Density functional theory data (the ωB97M-V functional and the def2-TZVPD basis) for a cluster of 12 separate species, H24O12 in total.

The geometry in XYZ format:
```
36
Properties=species:S:1:pos:R:3:forces:R:3:mulliken_charge:R:1
O -8.524650 2.472050 -5.200610 -0.063 0.312 -0.354 -0.5838
H -8.508770 2.297980 -4.259500 0.023 -0.199 0.371 0.3325
H -7.745690 2.030880 -5.539440 0.137 -0.141 -0.074 0.2689
O -10.802690 7.478460 -0.194710 -0.532 0.520 -0.319 -0.6461
H -10.482220 6.633390 0.120530 0.460 -0.720 0.335 0.4243
H -10.148590 8.109980 0.104560 0.077 0.214 0.076 0.2562
O -9.682290 6.312680 -4.740380 0.386 -0.166 0.045 -0.7266
H -9.499710 7.007010 -5.373470 0.086 0.154 -0.332 0.2854
H -10.429740 6.636640 -4.237800 -0.885 0.268 0.254 0.3759
O -12.363120 2.166090 -3.633880 0.040 -0.593 0.287 -0.6503
H -12.637860 2.803370 -2.974630 -0.206 0.328 0.109 0.3496
H -12.118440 2.695960 -4.392570 0.172 0.291 -0.490 0.3549
O -9.805470 4.047630 -2.469250 0.064 -0.312 -0.099 -0.4274
H -10.441780 3.715180 -1.836150 -0.407 0.028 0.090 0.2995
H -9.726610 4.979160 -2.263680 0.248 0.482 0.129 0.1539
O -8.731740 1.389190 -2.265090 0.179 -0.482 -0.128 -0.6462
H -9.354020 2.089720 -2.460670 -0.250 0.264 -0.064 0.3618
H -8.137980 1.769450 -1.617730 0.130 0.123 0.128 0.3258
O -11.854660 7.524600 -2.748480 0.195 -0.063 -0.914 -0.6383
H -11.473120 7.127210 -1.965700 0.140 0.097 0.667 0.3240
H -12.750940 7.743810 -2.493810 -0.182 0.038 -0.034 0.2932
O -8.626200 6.785270 -2.271470 -0.029 -0.070 0.507 -0.7007
H -8.780880 6.642500 -3.205230 0.069 -0.209 -0.990 0.3977
H -9.118730 7.579720 -2.065330 -0.177 0.242 0.270 0.2515
O -11.467750 4.123380 -5.676990 -0.400 -0.256 -0.012 -0.6558
H -11.701810 4.756140 -6.356010 -0.101 0.044 -0.147 0.2801
H -10.798060 4.566810 -5.156310 0.509 0.051 0.138 0.3764
O -6.642460 5.959260 -0.703380 0.310 -0.397 0.820 -0.6695
H -6.335640 5.071710 -0.888710 0.295 -0.202 -0.027 0.3222
H -7.236250 6.163660 -1.425790 -0.480 0.420 -0.522 0.4051
O -13.002410 4.001720 -1.425530 0.282 0.163 -0.112 -0.6343
H -12.697110 3.337190 -0.807930 0.031 -0.253 0.300 0.3318
H -13.919830 4.143080 -1.191880 -0.295 0.068 0.001 0.2580
O -9.249390 5.470110 0.866350 -0.667 -0.196 0.191 -0.7214
H -8.484900 5.263000 0.328870 0.604 0.101 -0.367 0.3456
H -8.928640 6.107530 1.504360 0.236 0.054 0.270 0.3261
```
Forces are in eV/Å.

Computed properties:
* Kohn-Sham gap: 10.19 eV
* LUMO energy: -0.021 eV
* 2S+1: 1
* total energy: -24960.5656 eV
* HOMO energy: -0.3752 hartree
* total charge: 0

Density functional theory data (the ωB97M-V functional and the def2-TZVPD basis) for a cluster of 12 separate species, H24O12 in total.

The geometry in XYZ format:
```
36
Properties=species:S:1:pos:R:3:forces:R:3:mulliken_charge:R:1
O 0.823194 2.126694 2.703417 -0.334 -0.938 -1.939 -0.5960
H 0.962194 2.624694 3.456417 0.294 2.285 2.322 0.2560
H 1.136194 1.289694 3.016417 0.273 -1.141 -0.209 0.2995
O -2.840806 -0.373306 -0.643583 -0.762 0.391 0.488 -0.7398
H -2.300806 -0.481306 -1.428583 0.201 0.076 -0.258 0.3449
H -2.468806 -0.993306 0.014417 0.213 0.439 -0.677 0.3514
O 2.297194 0.909694 -2.090583 0.791 0.695 -1.611 -0.6116
H 3.266194 0.896694 -2.115583 -0.507 0.048 0.185 0.3123
H 2.045194 0.525694 -1.272583 -0.486 -0.478 1.276 0.3641
O 0.232194 -2.236306 -3.034583 -0.157 -2.010 -1.065 -0.6670
H 0.086194 -1.359306 -2.751583 -0.305 1.793 0.549 0.3761
H -0.481806 -2.392306 -3.680583 0.545 0.107 0.507 0.3011
O -1.358806 0.979694 1.690417 -0.046 0.107 -0.797 -0.6856
H -0.835806 1.693694 2.049417 0.563 0.371 0.490 0.3322
H -1.746806 1.361694 0.892417 -0.129 -0.274 -0.224 0.3039
O -1.094806 0.343694 -2.688583 -0.765 -0.868 -1.562 -0.6261
H -1.346806 1.019694 -3.327583 0.186 -0.080 0.242 0.2297
H -0.635806 0.752694 -1.978583 0.699 0.784 1.154 0.3343
O -0.877806 2.591694 -0.828583 0.496 -0.527 1.064 -0.5956
H -0.077806 2.774694 -1.343583 -0.802 0.319 -0.220 0.2913
H -1.728806 2.846694 -1.183583 0.379 0.337 -0.769 0.2789
O -3.010806 -0.688306 2.682417 -0.091 -0.702 0.424 -0.6453
H -3.789806 -0.783306 2.126417 0.185 0.194 -0.127 0.3272
H -2.265806 -0.375306 2.130417 -0.867 0.422 0.361 0.2810
O 2.500194 -1.719306 0.729417 0.351 0.296 0.044 -0.6641
H 2.203194 -2.131306 1.522417 -0.542 -0.054 1.437 0.2701
H 2.752194 -2.498306 0.259417 0.381 -0.661 -1.318 0.2744
O 0.459194 -0.181306 -0.163583 0.465 -0.629 -2.843 -0.3781
H 0.004194 0.273694 0.486417 -1.903 1.704 2.110 0.2791
H 1.191194 -0.564306 0.274417 1.174 -0.971 0.477 0.2624
O 4.061194 0.574694 0.527417 0.759 1.875 -0.132 -0.6096
H 4.950194 0.375694 0.241417 0.351 0.015 -0.051 0.3080
H 3.636194 -0.250306 0.597417 -0.903 -1.773 0.237 0.3628
O -1.739806 -2.236306 0.708417 -0.906 -1.304 -0.505 -0.5998
H -1.353806 -2.109306 1.566417 -0.010 -0.014 0.741 0.3180
H -2.650806 -2.588306 0.856417 1.206 0.165 0.198 0.3598
```
Forces are in eV/Å.

Computed properties:
* Kohn-Sham gap: 10.00 eV
* LUMO energy: -0.110 eV
* 2S+1: 1
* total energy: -24959.5069 eV
* HOMO energy: -0.3714 hartree
* total charge: 0

Density functional theory data (the ωB97M-V functional and the def2-TZVPD basis) for a cluster of 12 separate species, H24O12 in total.

The geometry in XYZ format:
```
36
Properties=species:S:1:pos:R:3:forces:R:3:mulliken_charge:R:1
O 2.499951 1.810435 -1.937507 0.354 -0.014 -1.179 -0.6382
H 2.649880 1.637998 -1.024422 -0.093 -0.055 1.135 0.2992
H 1.639033 2.221308 -2.020178 -0.294 -0.006 0.074 0.3155
O 1.434952 -1.196158 3.381882 -1.177 -0.781 0.604 -0.6550
H 1.509144 -0.982782 4.311122 0.108 -0.150 0.532 0.3151
H 2.098990 -0.659759 2.999758 1.245 0.976 -0.921 0.3382
O -2.761701 -0.188986 0.264705 -0.231 0.996 -1.600 -0.6469
H -2.909732 -0.188092 1.172442 -0.393 -0.016 2.405 0.2394
H -2.443105 -1.059524 0.018883 0.208 -0.907 -0.410 0.4220
O -0.187903 -1.664034 -2.907395 -0.140 -1.928 -0.713 -0.7780
H -0.285215 -2.555239 -3.333256 -0.287 1.156 0.339 0.2934
H 0.713207 -1.737594 -2.595262 0.621 0.360 0.405 0.3261
O -0.656843 0.460135 2.773108 -0.025 -0.016 0.092 -0.5779
H -0.129039 -0.217356 3.237713 -0.044 0.002 -0.180 0.3069
H -1.201260 0.904008 3.430002 -0.042 -0.057 0.005 0.2364
O 0.954329 -2.791883 0.528031 1.937 -1.409 -0.898 -0.6402
H 1.052073 -1.860113 0.575693 -0.574 2.075 0.291 0.2984
H 1.849327 -2.929098 0.114577 -1.277 -0.719 0.524 0.3046
O 0.284257 0.803187 -3.939896 -0.143 0.048 -0.401 -0.5602
H 0.192682 0.562179 -4.864105 0.160 0.327 -0.344 0.2901
H 0.025017 -0.027354 -3.527995 -0.016 0.072 0.305 0.3289
O 0.570461 0.001883 0.063233 1.402 -0.283 1.275 -0.5499
H 0.066007 -0.049734 0.885965 -0.408 0.178 -0.171 0.3556
H -0.031060 0.083566 -0.661532 -1.247 0.177 -1.074 0.3393
O 1.798239 2.187253 2.902527 0.339 -2.527 -0.074 -0.5932
H 0.994045 1.641107 2.850983 0.328 -0.210 -0.332 0.3424
H 1.393770 2.997750 3.061729 -0.624 2.688 0.305 0.2929
O -0.381574 2.754944 0.436083 1.200 -0.407 -0.563 -0.6352
H -1.173350 2.719700 0.945123 -0.888 -0.210 0.454 0.2986
H -0.107366 1.824729 0.264087 -0.246 0.997 0.222 0.2490
O -1.669722 -2.446140 -0.719088 -0.808 -0.471 1.296 -0.7658
H -1.201946 -2.007302 -1.415964 0.600 0.489 -0.896 0.4624
H -1.016208 -2.540846 -0.011028 0.179 -0.373 -0.280 0.3564
O -1.493019 0.920079 -1.708792 0.431 -0.171 -1.632 -0.5128
H -1.940099 0.666156 -2.548233 0.484 0.411 1.045 0.2432
H -2.136221 0.905578 -1.002994 -0.640 -0.241 0.362 0.2996
```
Forces are in eV/Å.

Computed properties:
* Kohn-Sham gap: 10.35 eV
* LUMO energy: -0.099 eV
* 2S+1: 1
* total energy: -24960.0438 eV
* HOMO energy: -0.3839 hartree
* total charge: 0

Density functional theory data (the ωB97M-V functional and the def2-TZVPD basis) for a cluster of 12 separate species, H24O12 in total.

The geometry in XYZ format:
```
36
Properties=species:S:1:pos:R:3:forces:R:3:mulliken_charge:R:1
O -0.104676 0.225702 1.188100 0.322 -0.290 -0.525 -0.4211
H 0.690246 -0.218790 0.872639 0.088 0.153 0.002 0.2141
H 0.087455 1.162612 1.068623 0.074 -0.128 0.105 0.2849
O 0.503294 -3.145095 -0.787838 0.100 0.096 0.029 -0.6216
H 0.422631 -2.193791 -0.655529 -0.078 -0.010 -0.047 0.3225
H 1.126917 -3.228264 -1.518021 -0.539 -0.068 0.243 0.1948
O 1.681168 -0.556952 3.440003 0.187 0.100 0.079 -0.5836
H 2.080414 0.143372 3.968338 -0.067 -0.163 0.046 0.2823
H 2.125208 -0.489481 2.587204 0.076 -0.072 0.122 0.3332
O -3.011618 1.939450 -0.662242 0.109 0.661 -1.232 -0.6683
H -3.210757 2.875904 -0.773547 -0.289 -0.033 0.050 0.2876
H -2.050164 1.909778 -0.601308 -0.011 -0.189 -0.050 0.3073
O -1.644371 3.634122 -2.805488 0.026 0.030 0.178 -0.6159
H -2.588877 3.478120 -2.917557 0.076 -0.069 -0.147 0.3382
H -1.427381 3.179108 -1.983984 0.044 0.136 -0.321 0.2822
O 3.371317 -3.135474 -1.764249 -0.112 0.000 -0.013 -0.5909
H 2.546135 -3.092072 -2.260415 0.556 0.080 -0.261 0.3127
H 3.089292 -3.248288 -0.849523 0.078 -0.029 0.042 0.3494
O -3.618250 -1.703644 1.042848 0.000 -0.236 -0.176 -0.6650
H -2.745006 -1.302401 0.969113 0.135 -0.018 0.357 0.3114
H -3.435018 -2.633612 1.217712 0.006 0.043 0.145 0.3219
O -2.507673 1.039845 1.559818 -0.011 -0.151 0.882 -0.6094
H -2.259256 1.947975 1.353474 -0.352 -0.332 0.268 0.2892
H -2.842651 0.692958 0.725283 -0.259 0.342 0.502 0.3520
O 3.012968 1.521231 0.554492 -3.569 1.385 -6.613 -0.5722
H 3.806719 2.043813 0.393694 -0.250 -0.206 0.105 0.3179
H 2.856112 1.069460 -0.282341 -0.362 0.021 -0.071 0.2277
O -3.418577 -1.784091 -1.833822 0.184 0.021 -0.322 -0.6293
H -3.743988 -2.148223 -1.002854 -0.026 0.238 0.118 0.3714
H -2.909647 -1.010144 -1.567387 -0.195 -0.107 -0.036 0.2777
O 4.021529 1.180372 2.050128 3.272 -1.053 6.049 -0.5733
H 3.122362 1.422835 2.298522 0.446 -0.068 0.107 0.2876
H 4.492476 1.134400 2.889822 0.441 -0.082 0.568 0.2604
O 1.467534 0.384668 -1.908095 -0.040 0.083 0.021 -0.5350
H 2.034485 1.153012 -2.039255 -0.079 -0.016 -0.199 0.2859
H 0.711143 0.550660 -2.481949 0.018 -0.068 -0.007 0.2734
```
Forces are in eV/Å.

Computed properties:
* Kohn-Sham gap: 10.18 eV
* LUMO energy: -0.565 eV
* 2S+1: 1
* total energy: -24955.8283 eV
* HOMO energy: -0.3948 hartree
* total charge: 0

Density functional theory data (the ωB97M-V functional and the def2-TZVPD basis) for a cluster of 12 separate species, H24O12 in total.

The geometry in XYZ format:
```
36
Properties=species:S:1:pos:R:3:forces:R:3:mulliken_charge:R:1
O 0.046063 0.776495 0.092827 -2.057 -3.089 -0.534 -0.9608
H -0.146500 0.073621 0.717942 -0.768 0.069 -0.043 0.2673
H 0.726049 1.204012 0.499490 2.988 2.810 1.847 0.4039
O 0.044757 -0.370626 4.870937 -1.717 1.267 0.628 -0.5967
H 0.797733 -0.856489 4.635892 1.796 -0.918 -0.524 0.3038
H 0.342696 0.465781 5.257415 -0.069 -0.405 -0.202 0.3009
O -0.494680 -1.052370 -1.508015 -0.309 -1.933 -0.012 -0.5782
H -0.321337 -0.142028 -1.311104 0.236 0.540 0.201 0.5964
H -0.210484 -1.563865 -0.720347 -0.169 0.297 -1.019 0.2248
O 2.596750 2.553882 -1.161848 -0.351 1.946 -0.214 -0.6341
H 2.741432 1.632077 -1.144754 0.478 -1.510 0.297 0.3050
H 3.064620 2.985695 -0.433251 0.024 -0.545 -0.280 0.3200
O -1.049407 2.780117 -0.912495 0.654 0.648 -2.238 -0.6714
H -1.693586 2.551199 -0.277371 -1.034 -0.289 1.088 0.2876
H -0.483048 1.996847 -0.944570 -0.757 0.414 -0.202 0.4163
O -0.546095 -0.739821 -4.237364 1.580 1.212 -1.357 -0.5825
H -0.005416 -0.926307 -3.460929 -0.327 -0.232 0.393 0.2768
H 0.059113 -0.139160 -4.769164 -1.353 -1.089 0.795 0.3075
O -3.208988 -0.034582 -2.866737 -0.792 0.218 -2.629 -0.6097
H -2.819645 -0.671935 -3.493186 -0.128 0.674 -0.128 0.3003
H -2.882735 -0.394751 -2.090972 0.994 -0.837 2.778 0.2927
O -0.757459 -4.108822 -0.725195 -0.074 -0.190 1.095 -0.5883
H -0.707697 -4.781146 -0.007252 0.083 0.555 -1.172 0.2945
H -0.396028 -4.470231 -1.538190 0.023 -0.279 0.149 0.3029
O 0.639845 3.113949 0.816349 1.831 0.849 4.294 -0.6075
H 1.416954 3.503035 1.335140 -1.605 -0.682 -1.530 0.2483
H 0.767599 3.173427 -0.106176 0.476 0.748 -1.606 0.3474
O 2.734757 -1.650242 -0.597066 0.126 -0.276 -0.063 -0.5061
H 3.518945 -1.297445 -1.024262 0.091 0.041 -0.087 0.2607
H 2.888192 -2.607852 -0.590462 -0.194 0.351 0.120 0.2764
O -2.904837 1.119144 3.967930 0.136 3.276 0.407 -0.6021
H -3.063495 0.548711 3.265892 -0.399 -2.395 -1.707 0.2829
H -2.997005 1.964255 3.445501 0.241 -0.822 1.310 0.3172
O 1.078121 -1.631495 1.862079 1.842 0.827 -0.133 -0.5900
H 0.980647 -0.998820 1.145832 0.541 -0.369 -0.124 0.2597
H 0.244166 -2.004258 2.007485 -2.035 -0.881 0.404 0.3341
```
Forces are in eV/Å.

Computed properties:
* Kohn-Sham gap: 10.00 eV
* LUMO energy: -0.251 eV
* 2S+1: 1
* total energy: -24957.6470 eV
* HOMO energy: -0.3767 hartree
* total charge: 0

Density functional theory data (the ωB97M-V functional and the def2-TZVPD basis) for a cluster of 12 separate species, H24O12 in total.

The geometry in XYZ format:
```
36
Properties=species:S:1:pos:R:3:forces:R:3:mulliken_charge:R:1
O -0.571312 -0.399512 -3.385926 -0.866 -2.435 -2.509 -0.1387
H 0.250378 -0.224632 -2.927146 2.721 0.329 0.959 0.4330
H -1.209222 0.175568 -2.963346 -1.463 1.780 1.378 0.5383
O 0.442418 2.210998 1.060164 -0.404 -0.009 -0.759 -0.6495
H 1.159048 1.969148 1.646834 0.698 0.011 0.875 0.3166
H 0.606138 3.129778 0.847384 0.086 0.376 -0.278 0.2829
O 0.321518 -0.387132 -0.024516 0.376 -0.286 -1.726 -0.3675
H 0.493338 0.489998 0.318054 -0.136 0.777 0.233 0.1558
H 0.343328 -0.954322 0.746234 -0.130 -0.299 0.812 0.3951
O 1.334368 2.877388 -2.189146 -0.435 0.152 0.371 -0.6021
H 1.417858 1.938998 -2.019786 0.345 -0.158 -0.072 0.3194
H 1.767348 3.008478 -3.032686 0.127 0.135 -0.233 0.3143
O -1.432152 1.465498 -1.940626 -0.342 -0.326 -0.266 -0.7201
H -2.247072 1.268888 -1.478596 -0.583 -0.115 0.394 0.3482
H -0.994862 2.115078 -1.390116 0.481 0.377 -0.056 0.2825
O 0.019328 -1.255482 2.506574 0.337 0.747 0.282 -0.5954
H -0.875672 -1.255092 2.845984 -0.422 0.087 -0.061 0.2866
H 0.189898 -2.169852 2.280614 0.174 -0.927 0.042 0.3123
O -1.978912 1.752868 2.174144 -0.684 -0.072 0.337 -0.7004
H -1.887102 1.527108 3.099794 -0.197 0.048 0.331 0.3108
H -1.103492 2.033658 1.907624 0.642 0.208 -0.322 0.4008
O 0.324248 -3.805822 1.431084 0.087 0.215 -0.051 -0.6231
H -0.385202 -4.423132 1.252674 -0.351 -0.142 0.040 0.3029
H 1.066068 -4.140642 0.927274 0.307 -0.102 -0.025 0.2932
O -2.534892 -0.406752 0.639624 -0.552 -0.749 -0.724 -0.6639
H -2.525522 0.366108 1.204274 0.074 0.619 0.470 0.4429
H -1.666022 -0.421292 0.238274 0.379 -0.028 -0.001 0.2455
O 1.855088 -0.052822 -2.423516 -0.544 0.068 -0.525 -0.7345
H 2.527788 -0.712502 -2.592416 0.399 -0.121 -0.297 0.3243
H 1.577128 -0.218682 -1.522706 -0.214 -0.200 1.316 0.3835
O -0.823432 -3.109252 -2.369706 -0.419 0.545 -0.053 -0.4900
H -0.419242 -3.303662 -3.215316 0.158 -0.324 -0.541 0.3643
H -0.331722 -2.359092 -2.035476 0.373 0.225 0.621 0.3044
O 1.865998 1.310678 3.155904 0.013 0.058 -0.222 -0.6837
H 2.208648 1.350908 4.048764 0.233 0.191 0.186 0.3165
H 1.215888 0.608528 3.179754 -0.266 -0.654 0.071 0.2948
```
Forces are in eV/Å.

Computed properties:
* Kohn-Sham gap (alpha / beta): 10.41 / 3.77 eV
* LUMO energy (alpha / beta): -3.106 / -9.739 eV
* 2S+1: 2
* total energy: -24950.9614 eV
* HOMO energy (alpha / beta): -0.4966 / -0.4963 hartree
* <S²>: 0.76
* total charge: +1

Maximum force? In order: 1.0 3.3 2.8 7.6 4.7 3.6 eV/A.
Energy above the lowest of the compared OMol25 structures with the same formula, charge and spin? In order: 1.1288 2.1876 1.6506 5.8661 4.0474 0.0000 eV.